(1)
ORCA calculation (ωB97M-V/def2-TZVPD) on a 2-piece molecular cluster, C13H22BO9PS overall at a distorted geometry.

Results
molar mass	396.2	g mol⁻¹
Kohn-Sham gap	8.24	eV

```
47
Properties=species:S:1:pos:R:3:forces:R:3
H -0.330076 -3.196983 1.313498 -0.02 0.05 0.02
O 0.374413 -0.401164 -0.793695 0.59 2.89 1.42
H 3.036832 -0.402576 0.154264 -0.49 2.13 0.95
H 1.013721 2.788088 -3.941091 -0.28 1.64 -1.18
H -0.157390 -5.517917 0.424758 -0.04 -0.02 0.02
C -3.014288 -5.863511 2.395936 -0.23 0.34 0.28
O 2.918023 2.163437 -1.695723 0.48 1.45 0.33
S 3.929030 3.425208 -2.336304 1.30 4.27 2.24
C -1.783118 0.272671 3.432329 0.39 -0.06 0.49
H 1.351042 5.774399 -1.863160 0.55 0.53 -2.46
C 3.629005 1.704713 -0.493219 1.81 -1.17 1.02
H -1.661266 -0.898890 3.604722 -0.25 3.44 -0.44
H -1.549811 1.852182 1.795882 1.00 -2.17 -0.20
C -0.948025 -5.215746 1.101077 0.16 0.46 0.03
H -3.724938 -6.637075 2.660181 0.04 0.00 -0.03
H -1.188666 0.807299 4.303320 -1.03 -0.78 -2.02
H 0.475108 6.302333 -3.464127 1.97 -0.67 0.80
O -2.212437 -2.439186 2.932069 -0.25 -1.65 -0.63
H -1.766638 0.020082 1.145891 0.78 1.54 1.29
C -1.245966 0.727781 1.919289 -1.71 -0.69 1.76
O 3.327178 4.007297 -3.820765 -2.12 -0.87 2.78
H -2.918165 0.592410 3.580792 2.36 -0.76 -0.55
O 0.860949 3.719483 -4.311521 3.13 0.00 2.74
C -0.565705 -0.047996 -1.839308 -1.41 -1.62 -2.44
C -2.127207 -3.579664 2.497836 -0.05 0.56 0.25
H 3.057328 0.902725 1.604738 -0.66 -0.47 -2.29
C 2.781346 0.698975 0.482228 -0.37 -0.77 -0.75
H 4.074345 2.553104 0.178455 -1.24 -1.22 -1.55
O -1.842576 -7.394872 1.041611 -0.06 0.81 0.31
O 0.370564 2.317342 -0.050132 1.45 -4.80 0.25
C -1.927807 -6.254394 1.475842 0.07 -0.94 -0.36
O 3.924281 4.660183 -1.353210 -0.63 -4.74 -3.39
C -1.040726 -3.970547 1.577743 0.22 -0.28 -0.26
C 1.511811 5.974895 -3.028898 0.00 0.15 0.01
H -3.897624 -4.316142 3.548921 0.04 0.03 -0.02
H -1.904650 -1.592793 -0.616318 0.17 1.39 -2.21
H -1.896527 -1.913177 -2.476130 0.07 1.89 1.50
P 0.851401 0.857105 0.264023 -1.73 3.09 1.54
C -1.893513 -1.049348 -1.676439 -0.13 0.04 0.38
C -3.106989 -4.618312 2.872602 -0.16 -0.43 -0.02
H -0.850178 1.073283 -1.960071 0.64 -1.98 0.88
H 2.299331 6.834946 -3.216866 -1.59 -1.80 0.68
H 4.566722 1.077668 -0.885530 -1.94 1.28 0.92
H -2.878812 -0.424491 -1.772013 1.85 -1.26 0.13
B 1.957894 4.544516 -3.705238 -2.38 -0.32 -1.15
O 0.199991 0.461623 1.869070 0.50 0.64 -3.37
H -0.077219 -0.378965 -2.877323 -0.80 0.84 2.31
```
Positions in Å, forces in eV/Å.

***

(2)
ORCA calculation (ωB97M-V/def2-TZVPD) on C13H22Cl4N2O2 as an isolated structure at a distorted geometry.

Results
molar mass	380.1	g mol⁻¹
energy above the lowest of the compared OMol25 structures with the same formula, charge and spin	267.0	kcal per mole
Kohn-Sham gap	8.11	eV

```
43
Properties=species:S:1:pos:R:3:forces:R:3
H -2.935805 3.652373 1.857531 0.52 -0.16 -0.59
C -1.973111 1.592520 1.449804 -2.13 1.45 0.63
C 0.892592 1.491501 -1.902328 2.04 1.57 0.51
H 2.982097 -3.428617 3.120652 -0.06 0.48 0.79
Cl -1.229131 0.118024 -2.552014 -4.37 -0.70 -9.08
C -2.933421 2.614476 2.190459 0.30 -0.98 -0.29
C 1.320632 -1.759271 0.961141 -0.35 1.97 -0.13
Cl 0.414457 -0.573740 -4.708666 -0.91 -1.10 -3.78
H 0.889687 -1.458842 0.017513 0.67 -0.50 0.50
Cl -2.123315 -1.874782 -4.771687 0.22 0.68 0.81
C 1.491853 0.304891 -2.378866 2.03 -0.04 2.45
C -1.451043 -1.438699 0.318729 -1.10 0.56 -0.22
O 0.048727 0.467910 0.304992 -4.11 -7.50 -0.51
C 2.171607 -2.758079 1.266341 -0.96 0.03 -0.26
C 2.261591 -0.177231 -1.319267 1.62 0.86 -1.12
H -3.974660 2.299854 2.120199 -0.02 -0.25 0.15
Cl -1.976133 0.951720 -5.316155 0.15 -0.01 0.01
H -1.908674 -1.084361 1.242378 -0.14 0.06 -0.27
C -0.840051 -0.294486 -0.526135 0.14 -2.09 6.29
H 3.071341 -0.890768 -1.358863 -0.44 -0.45 0.08
H 0.599039 -0.067192 2.037059 0.10 -0.39 0.34
H -2.060221 0.590414 1.869683 -0.76 0.03 0.10
H -1.666536 0.352738 -0.819595 -0.10 -0.02 1.00
H 1.130113 2.475035 0.139315 0.15 0.25 -0.37
H 1.814160 -1.104982 4.110595 -0.22 0.04 -0.12
C 1.772170 -1.523479 3.115855 0.14 -0.25 0.85
H -2.236052 -1.788235 -0.351859 -0.22 -0.69 0.32
C -1.257915 -0.347342 -4.342871 -0.95 0.64 -0.09
N 2.266181 0.703322 -0.274112 0.86 1.61 -1.69
H -0.156094 1.506175 0.993510 -0.78 0.23 0.59
H 2.889618 0.731909 0.519995 -0.34 -0.39 -0.10
H 2.497793 -3.449875 0.503830 0.17 -0.31 0.46
O -0.703841 2.003707 1.605093 1.28 4.28 3.36
N 1.094936 -0.945821 2.084024 0.70 -1.56 -0.84
H -2.162075 1.571566 0.376503 -0.91 -0.03 -0.04
H 0.154417 2.081575 -2.425123 0.32 0.23 0.36
H 0.556353 0.931460 -0.365117 -3.01 -2.17 -0.23
H -0.760417 -2.216363 0.644901 -0.28 0.08 -0.68
H 1.396901 -0.150729 -3.353441 0.92 0.72 2.16
C 2.370118 -2.664915 2.663883 1.34 -0.88 -0.24
C 1.361228 1.712861 -0.590118 6.78 5.15 -3.70
H -2.637218 2.676297 3.237633 -0.06 -0.28 0.07
H -0.461899 -0.832517 -1.395400 1.79 -0.20 2.53
```
Positions in Å, forces in eV/Å.

***

(3)
ORCA calculation (ωB97M-V/def2-TZVPD) on C13H22ClN2NaO2 as an isolated structure at a distorted geometry.

Results
molar mass	296.8	g mol⁻¹
⟨S²⟩	0.755
multiplicity	2
Kohn-Sham gap (spin up / spin down)	6.86 / 7.51	eV
total charge	+1

```
41
Properties=species:S:1:pos:R:3:forces:R:3
H -1.477345 0.877391 -1.182331 -0.82 -1.74 0.71
C 1.190382 1.199599 -1.914818 -0.65 0.06 -1.65
N -1.368718 -0.607331 1.566640 1.62 -1.07 0.46
H -0.045346 -1.976504 -1.421804 0.24 0.51 2.44
H -2.175679 2.102902 1.773744 2.43 -0.36 -0.57
C -0.209136 0.552677 3.475751 0.29 1.47 -0.31
H -2.003056 -3.354472 0.705405 -0.94 2.15 -0.86
C 2.759262 -2.644740 -0.378988 -0.45 -0.82 -3.10
C -0.403453 0.512404 1.810026 0.59 1.99 2.75
H 0.528853 -0.267800 3.864255 -1.80 1.46 -0.80
H 2.099495 3.326623 -2.326301 0.38 -2.28 -0.98
H -1.249422 0.576439 4.027952 2.18 -0.36 -1.17
N 2.411730 -1.711245 0.558750 1.60 -5.05 -5.63
C 2.289657 2.212631 -2.657655 -0.32 -0.26 1.63
C 1.832474 -0.215589 -1.410545 0.95 1.18 -0.59
C 0.010401 -1.736102 -0.258402 -1.04 -0.18 -0.62
C 1.302130 -0.774661 0.033361 -0.21 -0.63 -0.99
Cl 2.117592 2.065551 -4.508509 0.30 0.22 1.78
H 3.364784 1.899711 -2.314293 -2.04 0.66 -1.02
H -2.766257 -2.733594 -0.909485 0.50 0.81 2.30
H -0.932851 2.325895 0.348911 -0.03 -0.54 1.85
O -1.248605 -1.590414 2.475850 -0.60 1.99 -2.27
C -2.486332 -2.413484 0.197620 -0.05 0.25 -0.42
Na -3.065481 2.336087 -1.675650 -0.03 0.02 0.06
H -2.174249 -0.686324 -1.968668 0.27 1.28 2.26
H 0.062216 -2.799987 0.281060 0.14 2.67 -0.91
H 3.010832 -0.038931 -1.335442 -2.56 -0.44 0.04
H -0.486891 2.881179 2.093162 -0.89 -1.97 -1.29
C 1.097900 0.351282 1.200023 0.76 0.52 0.27
H 1.838031 0.100297 2.103364 -1.73 0.29 -2.16
H 0.411392 0.927429 -2.778116 1.53 0.67 1.87
H 0.290144 1.611195 3.684737 -0.89 -2.27 -0.34
C -1.444209 -1.101515 0.153880 -0.82 -2.61 -0.68
H -3.235488 0.148583 -0.653853 2.31 -0.38 -0.28
O 3.021025 -3.487937 -1.402372 -1.83 6.57 8.56
C -1.023336 2.031109 1.475769 -0.84 -0.01 0.01
H 1.439921 1.440528 0.849359 -0.70 -2.51 0.50
C -2.101534 -0.080725 -0.942312 -0.42 -0.74 -0.81
H 1.674794 -0.979050 -2.315775 0.34 1.40 2.36
H 0.586334 1.803035 -1.119714 1.39 -1.16 -1.14
H -3.441958 -2.082143 0.795416 1.82 -0.80 -1.24
```
Positions in Å, forces in eV/Å.

***

(4)
ORCA calculation (ωB97M-V/def2-TZVPD) on C13H22F4N2O3Sn as an isolated structure at a distorted geometry.

Results
molar mass	449.0	g mol⁻¹
Kohn-Sham gap	1.65	eV
total charge	+2

```
45
Properties=species:S:1:pos:R:3:forces:R:3
H 1.543783 -4.321728 1.079090 -0.17 1.31 1.33
H -0.365407 4.251561 2.092871 -0.51 -1.24 -1.06
O 3.432882 -2.894710 2.497684 -3.81 2.10 -0.88
N -1.583366 2.473908 2.077682 0.84 -0.43 -0.12
C -0.755132 3.479547 1.335331 0.62 2.25 0.03
H -2.146476 0.397427 2.156072 0.88 0.99 -1.23
H -1.282549 -0.062487 -3.867734 1.37 -0.39 1.25
C 1.486103 -0.868854 -0.755394 0.29 -0.10 0.92
H 1.228496 1.147107 0.381698 0.78 -1.12 -0.23
H -0.227319 -2.249611 -1.043355 0.04 1.72 0.50
H -0.534993 2.123320 -3.368536 1.48 -1.05 0.41
H 2.842817 0.861081 -0.430315 -1.34 -0.58 0.99
F 1.097657 1.421848 -4.430213 -1.16 -0.45 1.76
C -2.019583 1.189368 0.016563 -2.62 -0.29 -0.50
H -1.354497 4.097498 0.566460 0.89 -1.22 0.92
H 0.301905 -0.957305 -3.378015 -1.12 1.21 0.51
C -1.470945 1.098690 1.539619 -0.42 -0.64 -0.51
H 1.886488 -0.702144 -1.805343 -0.92 -0.33 1.21
H 2.016471 -1.816817 -0.365733 -0.82 1.41 -0.68
C -0.083713 -1.168784 -0.666307 0.58 -0.49 -0.55
H -0.424175 -1.197254 0.432252 0.33 0.20 -1.65
N 1.873620 -1.092375 2.339131 0.47 -2.11 -1.30
H 0.160247 3.043919 0.814766 -1.44 0.18 0.72
O -3.270907 1.390973 -0.060866 3.97 0.24 0.37
C 2.002577 0.339960 0.164503 1.50 -0.34 -0.09
C 2.258727 -2.499191 2.285748 2.32 -2.23 0.52
H 0.165311 -3.255851 1.652118 1.20 -0.41 0.50
F -3.406169 -0.322207 -2.408890 1.89 -1.66 2.03
C -0.415282 -0.109168 -3.112430 0.04 1.50 -0.09
H -0.419277 0.674618 1.616103 -1.15 1.11 -0.13
H 1.067488 -4.377146 2.838218 0.28 1.36 -1.24
C 1.190099 -3.655326 1.949459 -0.40 -0.01 0.09
H 0.989261 1.576144 -2.359451 -0.88 -0.24 -1.12
C 0.301960 1.344677 -3.234331 -0.29 -0.21 -0.79
O -1.206142 1.115848 -1.128965 -2.19 -0.46 3.04
F -2.811968 -1.733469 -0.610058 0.26 1.94 -2.33
H 3.716419 -0.732267 1.176530 -1.74 0.42 0.66
H -2.590701 2.725585 1.907443 0.72 -0.26 -0.65
C -2.397523 -1.073252 -1.788992 0.33 -1.35 -1.71
H 3.087654 0.658614 2.171920 -0.56 -1.13 -1.23
H 0.876430 -1.005002 2.116634 0.69 -0.10 0.03
C 2.740874 -0.213201 1.500613 0.60 1.61 -0.12
Sn -4.416317 3.268026 2.417698 -0.16 -0.48 -0.34
F -2.080410 -2.119252 -2.710157 -0.93 2.14 2.24
C -1.004421 -0.252318 -1.601122 0.28 -2.35 -1.48
```
Positions in Å, forces in eV/Å.

***

(5)
ORCA calculation (ωB97M-V/def2-TZVPD) on a 2-piece molecular cluster, C13H22NO overall at a distorted geometry.

Results
molar mass	208.3	g mol⁻¹
energy above the lowest of the compared OMol25 structures with the same formula, charge and spin	29.5	kcal per mole
Kohn-Sham gap	5.90	eV
total charge	+1

```
37
Properties=species:S:1:pos:R:3:forces:R:3
H 3.831909 -1.290642 0.698597 0.06 0.20 0.00
C -1.914581 1.092854 0.603064 1.16 -0.47 -0.27
H 2.517048 2.226742 0.687298 -0.22 -0.21 0.02
H 4.166377 0.218121 1.578522 -0.19 -0.02 -0.14
H -1.696912 -1.837991 -0.211649 0.10 0.09 0.16
H -0.501288 3.492689 -0.233182 0.14 -0.10 0.13
H -0.609128 3.443339 1.531819 0.18 -0.06 -0.15
H -3.524614 -1.394040 4.330236 0.27 0.06 -0.04
H -2.536608 0.974492 5.718566 -0.31 0.12 -0.02
C 1.774094 1.427021 0.683926 -0.45 0.64 -0.01
H -3.236681 -0.414558 -0.186172 0.18 0.04 0.12
H -4.981945 -0.809661 6.101365 -0.25 0.31 0.00
C 0.432957 1.759117 0.667534 0.40 0.20 -0.13
C -1.047563 -1.819028 0.670221 0.14 -0.65 0.04
O -3.388175 -0.745728 7.394025 -0.28 -0.15 0.60
C 1.243109 -0.915653 0.704712 -0.26 -0.37 -0.02
H -3.932022 -1.032317 8.142430 0.31 0.05 -0.19
C 3.669226 -0.209399 0.698022 0.08 -0.35 0.01
H -0.460176 -2.744162 0.658027 -0.16 0.21 -0.02
H -4.693731 0.800091 6.925319 -0.26 -0.31 -0.08
C -0.114613 -0.652973 0.679886 0.20 -0.27 0.15
H -2.264367 -0.448829 3.815548 -0.11 -0.18 0.16
C -3.111274 0.244482 0.680800 -1.02 0.41 0.19
C -0.574832 0.721403 0.651249 -0.46 0.06 0.06
N -2.779738 -0.767644 4.633975 -0.12 0.00 -0.35
C -4.238448 -0.093529 6.474336 0.64 0.22 -0.08
H -4.010265 0.986212 4.658855 0.24 0.11 0.23
H 1.580036 -1.955865 0.729833 -0.16 0.36 -0.04
H -1.681717 -1.868306 1.563618 0.11 0.13 -0.17
H -3.145676 -0.370306 1.588700 0.16 0.02 -0.23
H -2.137958 2.145786 0.449071 0.26 -0.06 0.20
H 0.935683 3.824964 0.747995 -0.30 -0.09 -0.03
C -3.370090 0.381053 5.326568 -0.11 -0.22 -0.27
H -3.987707 0.903455 0.707988 0.13 -0.27 -0.03
C 2.207943 0.098293 0.696253 -0.07 0.11 -0.01
H 4.166200 0.216597 -0.183517 -0.19 -0.02 0.15
C 0.036837 3.201739 0.678141 0.16 0.47 0.06
```
Positions in Å, forces in eV/Å.